Below is a structure of composition C21H32F5N6O2ReSe2Te at a distorted geometry, with properties calculated with the ωB97M-V functional and the def2-TZVPD basis.

```
70
Properties=species:S:1:pos:R:3:forces:R:3:lowdin_charge:R:1
Re -0.400 -0.222 -0.948 0.013 -1.187 -0.287 1.70
Se 0.782 -3.781 0.282 -0.119 0.010 -0.129 0.81
Se -0.876 -3.477 -1.306 0.126 -0.048 0.134 0.85
C -2.105 -2.618 -0.111 0.001 -0.090 -0.026 -0.64
C -3.157 -3.329 0.439 0.060 0.027 -0.029 -0.04
C -3.925 -2.737 1.431 0.016 0.027 0.000 0.03
C -3.590 -1.457 1.852 0.055 0.030 -0.042 0.01
C -2.551 -0.797 1.229 -0.038 -0.064 0.072 -0.13
N -1.829 -1.346 0.232 -0.174 0.089 0.110 -0.14
C 1.998 -2.479 -0.415 -0.076 0.024 0.199 -0.64
C 3.310 -2.930 -0.487 -0.018 -0.040 0.048 -0.08
C 4.340 -2.044 -0.749 0.015 -0.019 0.013 0.01
C 4.010 -0.711 -0.914 -0.097 0.055 0.016 -0.01
C 2.680 -0.344 -0.875 0.101 -0.117 -0.038 -0.14
N 1.653 -1.195 -0.660 0.108 -0.182 -0.293 -0.08
H -3.343 -4.344 0.115 0.007 -0.005 -0.009 0.13
H -4.747 -3.274 1.884 -0.009 -0.002 0.006 0.14
H -4.136 -0.966 2.645 -0.008 0.012 0.014 0.14
H -2.282 0.209 1.515 -0.027 -0.124 0.064 0.09
H 3.511 -3.981 -0.334 -0.008 0.000 0.000 0.12
H 5.364 -2.386 -0.808 0.010 -0.009 -0.003 0.14
H 4.762 0.046 -1.087 0.004 0.022 -0.007 0.13
H 2.424 0.683 -1.025 -0.023 0.149 -0.089 0.07
C -3.717 0.157 -1.443 -0.046 -0.035 -0.022 -0.01
N -2.379 0.616 -1.900 -0.330 -0.369 -0.161 -0.23
C -2.062 -0.027 -3.189 0.040 -0.040 -0.104 -0.16
C -2.426 2.086 -2.076 -0.076 0.036 0.046 -0.13
C -1.012 2.557 -1.971 -0.075 0.095 -0.418 -0.13
N -0.420 1.887 -0.772 0.201 1.396 0.623 -0.36
C -1.209 2.332 0.410 -0.209 0.386 0.220 -0.05
C 0.924 2.505 -0.611 0.371 0.367 0.053 -0.05
H -4.473 0.531 -2.136 -0.001 -0.008 0.004 0.13
H -3.925 0.555 -0.453 -0.028 -0.006 -0.013 0.09
H -3.760 -0.928 -1.429 -0.018 -0.009 0.018 0.10
H -1.519 0.649 -3.847 -0.056 -0.048 0.042 0.12
H -2.947 -0.432 -3.683 0.045 0.035 0.005 0.16
H -0.523 -1.348 -3.442 0.051 -0.064 -0.147 0.05
H -3.056 2.499 -1.291 0.007 0.055 -0.075 0.13
H -2.886 2.354 -3.030 0.043 -0.058 0.004 0.16
H -0.963 3.641 -1.852 0.080 -0.076 0.090 0.16
H -0.412 2.285 -2.837 -0.054 0.052 0.005 0.12
H -1.418 3.399 0.316 -0.006 -0.023 -0.003 0.13
H -0.635 2.181 1.316 -0.065 0.069 -0.068 0.09
H -2.150 1.793 0.479 0.070 0.104 -0.062 0.07
H 0.789 3.573 -0.431 -0.004 -0.039 -0.008 0.13
H 1.502 2.384 -1.522 -0.031 0.038 0.043 0.09
H 1.429 2.076 0.251 -0.001 0.035 -0.081 0.09
N 0.233 0.137 0.957 0.253 -0.334 0.421 0.02
C 0.660 0.053 2.042 -0.103 -0.173 -0.008 -0.15
N 1.126 -0.039 3.228 0.030 0.081 -0.102 -0.03
C 0.489 0.610 4.406 -0.045 0.023 0.030 -0.06
C 1.527 1.498 5.080 -0.101 0.046 0.038 -0.17
O 2.673 0.749 5.397 0.012 -0.027 0.054 -0.09
C 3.323 0.268 4.249 0.076 -0.065 -0.049 -0.17
C 2.424 -0.714 3.508 0.026 -0.015 0.001 -0.05
H 0.169 -0.188 5.077 0.002 0.023 0.014 0.15
H -0.380 1.176 4.072 0.004 0.016 0.015 0.13
H 1.123 1.887 6.015 0.004 -0.017 -0.037 0.15
H 1.786 2.345 4.431 -0.011 -0.010 -0.005 0.14
H 4.230 -0.240 4.577 -0.037 0.008 -0.022 0.15
H 3.608 1.100 3.589 -0.014 -0.025 -0.003 0.14
H 2.202 -1.581 4.130 0.037 0.012 0.001 0.15
H 2.857 -1.041 2.562 0.034 0.006 0.004 0.13
F 2.288 -0.154 -6.434 -0.071 -0.020 0.233 -0.40
Te 1.961 -0.035 -4.628 -0.202 0.049 -0.127 2.06
F 0.729 0.516 -2.429 0.051 -0.150 -0.096 -0.53
F 2.530 1.767 -4.399 -0.043 -0.309 -0.079 -0.49
F 0.328 0.767 -5.007 0.018 -0.043 0.031 -0.40
F 0.678 -1.648 -4.437 0.041 0.468 0.175 -0.52
O -1.207 -1.080 -2.750 0.212 0.006 -0.208 -0.28
```
Positions in Å, forces in eV/Å.

Output
highest occupied orbital energy (alpha / beta) = -17.3 / -17.4 eV
multiplicity = 2
<S²> = 0.757
frontier orbital gap (alpha / beta) = 7.75 / 6.58 eV
charge = +3
DFT total energy = -189010.269 eV
LUMO (alpha / beta) = -9.588 / -10.786 eV